(1)
Computed, not measured: a 10-piece molecular cluster, C41H108N8O10 overall at a distorted geometry, with wB97M-V/def2-TZVPD.

SMILES: CC1(C)CCCC(C)(C)N1O.COC[C@H](C)N.COC[C@H](C)N.COC[C@H](C)N.COC[C@H](C)N.COC[C@H](C)N.COC[C@H](C)N.COC[C@H](C)N.CCO.CCO
HOMO-LUMO gap: 0.300 Ha
molecular weight: 873.36 g/mol
HOMO energy: -0.2816 Ha
total charge: 0

Positions of all 167 atoms, in Å:
C  -1.721  3.203  -2.286
C  -3.309  3.066  -2.054
C  -4.029  4.547  -2.020
C  -3.959  2.364  -3.267
C  -5.309  1.708  -2.939
C  -5.108  0.758  -1.741
C  -4.607  1.398  -0.473
C  -5.705  2.123  0.297
C  -3.963  0.291  0.438
N  -3.466  2.330  -0.857
O  -2.776  2.881  0.257
H  -1.629  3.437  -3.347
H  -1.204  4.040  -1.816
H  -1.161  2.279  -2.146
H  -3.484  5.354  -2.511
H  -5.019  4.408  -2.454
H  -4.161  4.907  -0.999
H  -4.359  3.062  -4.002
H  -3.214  1.719  -3.733
H  -6.106  2.404  -2.677
H  -5.750  1.136  -3.756
H  -4.337  0.091  -2.127
H  -5.956  0.123  -1.485
H  -6.486  1.432  0.612
H  -6.253  2.786  -0.372
H  -5.259  2.695  1.110
H  -3.380  -0.409  -0.162
H  -4.707  -0.357  0.902
H  -3.343  0.686  1.242
H  -2.108  2.229  0.479
C  -4.196  -3.740  4.564
O  -2.798  -3.431  4.470
C  -2.426  -2.805  3.197
C  -1.068  -3.357  2.709
C  -1.039  -4.850  2.557
N  0.029  -2.935  3.571
H  -4.720  -4.320  3.805
H  -4.673  -2.761  4.520
H  -4.401  -4.172  5.543
H  -3.190  -3.076  2.468
H  -2.460  -1.720  3.302
H  -0.959  -2.929  1.712
H  -0.054  -5.278  2.369
H  -1.623  -5.116  1.676
H  -1.388  -5.365  3.452
H  -0.326  -2.986  4.515
H  0.053  -1.928  3.495
C  2.504  -3.931  -7.209
O  3.122  -4.481  -5.981
C  2.913  -3.663  -4.804
C  3.614  -4.339  -3.518
C  3.515  -3.528  -2.258
N  4.982  -4.459  -3.828
H  2.372  -4.731  -7.937
H  3.251  -3.177  -7.460
H  1.514  -3.515  -7.023
H  3.345  -2.690  -5.038
H  1.844  -3.680  -4.593
H  3.219  -5.349  -3.414
H  4.005  -4.083  -1.458
H  2.481  -3.649  -1.935
H  3.821  -2.483  -2.288
H  5.531  -5.025  -3.198
H  4.857  -5.005  -4.668
C  -0.321  4.704  6.839
O  -0.938  5.389  5.741
C  -0.081  6.201  4.969
C  -0.863  6.951  3.843
C  -1.409  6.020  2.702
N  -0.005  7.913  3.173
H  -1.097  4.137  7.354
H  0.174  5.399  7.518
H  0.493  4.004  6.650
H  0.301  6.904  5.710
H  0.668  5.568  4.494
H  -1.590  7.616  4.309
H  -1.971  5.208  3.163
H  -0.591  5.550  2.156
H  -2.038  6.563  1.996
H  -0.401  8.383  2.372
H  0.344  8.581  3.844
C  -5.286  -3.003  -0.466
O  -4.285  -2.566  -1.331
C  -3.095  -3.225  -1.144
C  -2.055  -2.567  -2.077
C  -2.488  -2.764  -3.559
N  -0.742  -3.161  -1.881
H  -6.229  -2.517  -0.719
H  -5.093  -2.895  0.601
H  -5.512  -4.062  -0.587
H  -2.856  -2.897  -0.133
H  -3.055  -4.282  -1.408
H  -2.034  -1.477  -2.076
H  -3.343  -2.110  -3.727
H  -2.689  -3.802  -3.825
H  -1.681  -2.496  -4.241
H  -0.197  -3.139  -2.731
H  -0.244  -2.606  -1.200
C  0.573  2.169  1.910
O  -0.395  1.240  1.413
C  -0.003  -0.127  1.283
C  1.185  -0.407  0.249
C  0.971  0.141  -1.102
N  1.496  -1.820  0.095
H  1.342  2.360  1.162
H  1.049  1.920  2.859
H  0.068  3.096  2.183
H  0.179  -0.546  2.273
H  -0.900  -0.623  0.912
H  2.089  0.048  0.654
H  1.010  1.231  -1.101
H  0.054  -0.107  -1.638
H  1.744  -0.201  -1.790
H  2.195  -2.045  -0.598
H  1.812  -2.202  0.975
C  4.538  1.191  2.273
O  5.342  0.020  2.307
C  6.205  0.121  3.447
C  6.695  -1.303  3.926
C  5.514  -2.169  4.415
N  7.548  -1.062  5.064
H  3.727  1.072  2.992
H  4.066  1.244  1.292
H  5.085  2.111  2.478
H  7.079  0.682  3.117
H  5.817  0.711  4.278
H  7.456  -1.761  3.294
H  4.913  -2.556  3.592
H  4.856  -1.583  5.057
H  5.816  -2.997  5.056
H  8.478  -0.998  4.676
H  7.635  -1.835  5.709
C  -3.480  -0.082  -6.175
O  -2.132  -0.587  -5.766
C  -1.164  0.424  -5.653
C  0.080  -0.081  -4.785
C  1.303  0.835  -4.673
N  0.600  -1.411  -5.292
H  -3.919  -0.779  -6.888
H  -3.449  0.996  -6.333
H  -4.072  -0.323  -5.292
H  -0.796  0.717  -6.636
H  -1.568  1.365  -5.279
H  -0.406  -0.367  -3.852
H  2.172  0.347  -4.232
H  1.061  1.695  -4.048
H  1.551  1.281  -5.636
H  -0.013  -1.835  -5.974
H  1.435  -1.293  -5.847
C  3.802  5.362  1.532
C  2.593  5.792  2.366
O  2.222  7.161  1.873
H  3.495  5.386  0.486
H  4.075  4.360  1.860
H  4.603  6.029  1.850
H  2.897  5.733  3.411
H  1.870  4.989  2.223
H  1.438  7.354  2.392
C  4.438  -4.700  1.418
C  2.947  -4.893  1.878
O  2.602  -3.752  2.603
H  5.146  -5.022  2.181
H  4.578  -3.655  1.140
H  4.658  -5.359  0.578
H  2.665  -5.790  2.429
H  2.306  -4.881  0.996
H  1.647  -3.688  2.682


(2)
Computed, not measured: C17H21Cl3O4Pt as an isolated structure at a distorted geometry, with wB97M-V/def2-TZVPD.

HOMO-LUMO gap (alpha / beta): 0.158 / 0.124 Ha
2S+1: 5
molecular weight: 590.79 g/mol
HOMO energy (alpha / beta): -0.0150 / 0.0154 Ha
⟨S²⟩: 6.0264
total charge: -2
ΔE to the lowest compared entry with this formula, charge and spin: 371.2 kJ/mol

Positions of all 46 atoms, in Å:
C  0.300  -1.059  -2.326
C  1.142  0.031  -2.620
C  0.332  1.173  -2.790
C  2.630  0.035  -2.710
C  -1.010  0.781  -2.602
C  -1.021  -0.601  -2.334
C  -2.215  -1.445  -2.023
C  0.714  -2.469  -2.069
C  0.832  2.548  -3.069
C  -2.197  1.674  -2.684
Pt  0.916  0.539  0.770
Cl  1.846  2.349  0.272
Cl  2.432  -0.946  0.687
O  -1.015  1.056  0.492
H  3.038  -0.976  -2.669
H  3.061  0.625  -1.893
H  2.962  0.517  -3.637
H  1.496  2.880  -2.263
H  -0.003  3.248  -3.137
H  1.398  2.583  -4.009
H  -1.881  2.717  -2.575
H  -2.918  1.414  -1.900
H  -2.699  1.579  -3.659
H  -3.108  -0.818  -1.962
H  -2.091  -1.960  -1.057
H  -2.379  -2.206  -2.805
H  1.715  -2.497  -1.642
H  0.738  -3.083  -2.986
H  0.039  -2.923  -1.329
H  -1.170  2.096  0.666
O  -1.313  -3.043  1.060
H  -0.672  -2.553  2.051
Cl  0.871  3.422  8.672
C  0.728  2.388  7.316
C  0.686  0.974  7.471
C  0.545  0.184  6.294
C  0.445  0.789  5.023
C  0.512  2.180  4.935
C  0.657  3.021  6.057
C  0.315  0.000  3.693
O  0.249  -1.185  3.596
O  0.238  0.902  2.665
H  0.775  0.580  8.492
H  0.497  -0.906  6.419
H  0.419  2.620  3.952
H  0.731  4.091  5.876


(3)
Computed, not measured: F5H14O11P2V2 as an isolated structure at a distorted geometry, with wB97M-V/def2-TZVPD.

HOMO-LUMO gap (alpha / beta): 0.233 / 0.319 Ha
2S+1: 7
molecular weight: 448.93 g/mol
HOMO energy (alpha / beta): -0.3979 / -0.4824 Ha
⟨S²⟩: 12.0067
total charge: +1

Positions of all 34 atoms, in Å:
V  0.301  -0.165  2.412
V  2.171  -2.183  -1.380
F  1.044  1.160  1.003
O  0.301  -1.614  -1.390
P  -1.006  -1.154  -0.507
O  -0.580  -1.200  0.932
F  -2.213  -2.080  -0.885
F  -1.447  0.247  -1.011
O  1.923  -1.359  2.625
P  2.238  -2.925  2.052
O  2.149  -2.752  0.556
F  1.167  -3.776  2.818
F  3.502  -3.473  2.784
O  -2.468  2.939  -0.435
H  -1.640  2.856  -0.898
H  -2.258  3.502  0.307
O  -1.836  1.559  -3.950
H  -2.060  0.630  -4.062
H  -1.113  1.689  -3.345
O  0.673  2.623  -1.216
H  0.629  3.569  -1.237
H  0.502  2.280  -0.343
O  2.522  0.001  -1.017
H  3.417  0.344  -1.102
H  2.098  0.551  -0.348
O  -0.361  -0.861  -3.883
H  -0.084  -1.155  -2.969
H  -0.011  0.021  -4.055
O  -1.490  1.414  1.977
H  -1.611  1.924  1.167
H  -1.927  1.917  2.683
O  -0.706  -1.333  3.906
H  -0.222  -1.630  4.747
H  -1.602  -1.568  4.062


(4)
Computed, not measured: C20H31N3O4S in the gas phase, with wB97M-V/def2-TZVPD.

SMILES: CCN(CC(=O)NC(C)C)C(=O)[C@H](CCSC)NC(=O)c1ccccc1OC
HOMO-LUMO gap: 0.340 Ha
molecular weight: 409.55 g/mol
HOMO energy: -0.3191 Ha
total charge: 0
ΔE to the lowest compared entry with this formula, charge and spin: 71.4 kJ/mol

Positions of all 59 atoms, in Å:
C  3.361  -1.830  0.656
C  2.677  -1.744  2.019
N  1.230  -1.779  1.902
C  0.623  -3.101  1.872
C  0.740  -3.763  0.489
O  1.435  -4.741  0.297
N  0.012  -3.144  -0.447
C  0.035  -3.512  -1.850
C  -1.212  -4.324  -2.203
C  0.140  -2.248  -2.694
C  0.459  -0.732  1.560
O  -0.722  -0.877  1.260
C  1.064  0.679  1.622
C  0.938  1.274  3.029
C  -0.467  1.258  3.625
S  -1.581  2.520  2.901
C  -2.753  1.466  1.997
N  0.411  1.506  0.633
C  0.612  1.230  -0.669
O  1.376  0.334  -1.010
C  -0.116  2.050  -1.680
C  -0.020  1.598  -2.993
C  -0.638  2.251  -4.040
C  -1.369  3.395  -3.778
C  -1.474  3.875  -2.484
C  -0.858  3.218  -1.422
O  -0.936  3.665  -0.137
C  -1.639  4.852  0.148
H  4.429  -1.661  0.766
H  3.209  -2.814  0.221
H  2.950  -1.087  -0.025
H  2.980  -0.837  2.547
H  2.975  -2.596  2.634
H  1.120  -3.737  2.607
H  -0.434  -2.994  2.130
H  -0.534  -2.333  -0.188
H  0.923  -4.139  -1.988
H  -1.188  -4.608  -3.251
H  -1.254  -5.225  -1.597
H  -2.108  -3.735  -2.019
H  0.953  -1.622  -2.332
H  -0.785  -1.678  -2.631
H  0.323  -2.502  -3.735
H  2.121  0.632  1.342
H  1.300  2.305  3.000
H  1.590  0.706  3.698
H  -0.951  0.294  3.492
H  -0.409  1.486  4.689
H  -3.278  2.105  1.295
H  -3.458  1.030  2.700
H  -2.205  0.691  1.468
H  -0.264  2.196  0.931
H  0.566  0.709  -3.167
H  -0.549  1.875  -5.047
H  -1.861  3.927  -4.579
H  -2.043  4.774  -2.309
H  -1.191  5.715  -0.354
H  -1.562  4.976  1.227
H  -2.694  4.773  -0.130